Entry from the OMol25 dataset: C33H55N4PtSi4Te as an isolated structure (the ωB97M-V functional and the def2-TZVPD basis).

Cartesian coordinates (Å):
1 Pt -0.36 0.15 -0.18
2 C 2.05 -2.09 -2.32
3 Si 1.99 -1.94 -0.39
4 C 1.81 -3.49 0.79
5 C 3.96 -2.08 -0.21
6 C 1.72 -0.09 0.23
7 C 1.73 -0.09 1.71
8 C 2.93 0.03 2.44
9 C 2.92 0.07 3.82
10 C 1.70 -0.03 4.49
11 C 0.57 -0.18 3.72
12 N 0.57 -0.21 2.39
13 Si 2.76 1.30 -0.50
14 C 2.64 2.82 0.65
15 C 4.66 1.10 -0.66
16 C 2.17 1.67 -2.27
17 H 2.05 -3.14 -2.62
18 H 2.97 -1.64 -2.70
19 H 1.20 -1.60 -2.80
20 H 2.42 -4.32 0.41
21 H 0.79 -3.84 0.94
22 H 2.22 -3.21 1.77
23 H 4.27 -3.11 -0.36
24 H 4.31 -1.78 0.78
25 H 4.49 -1.47 -0.95
26 H 3.87 0.10 1.90
27 H 3.84 0.19 4.37
28 H 1.65 0.02 5.57
29 H -0.41 -0.26 4.19
30 H 3.54 2.92 1.27
31 H 1.80 2.73 1.33
32 H 2.52 3.76 0.10
33 H 5.10 0.57 0.18
34 H 5.13 2.09 -0.71
35 H 4.92 0.55 -1.57
36 H 1.28 1.08 -2.49
37 H 2.94 1.41 -3.00
38 H 1.93 2.73 -2.40
39 C -3.92 4.55 -0.34
40 Si -4.95 3.16 -1.09
41 C -5.73 3.81 -2.70
42 C -6.33 2.73 0.14
43 C -3.85 1.68 -1.48
44 Te -2.94 0.82 0.28
45 C -4.64 -0.52 0.61
46 Si -4.91 -2.07 -0.42
47 C -3.69 -3.44 0.04
48 C -6.68 -2.65 -0.02
49 C -4.79 -1.77 -2.28
50 H -4.53 5.42 -0.10
51 H -3.14 4.86 -1.03
52 H -3.43 4.22 0.58
53 H -6.20 4.78 -2.54
54 H -6.49 3.13 -3.09
55 H -4.97 3.94 -3.47
56 H -6.93 3.62 0.36
57 H -5.91 2.38 1.08
58 H -7.01 1.97 -0.25
59 H -3.03 2.00 -2.13
60 H -4.38 0.88 -1.98
61 H -5.53 0.11 0.59
62 H -4.51 -0.83 1.65
63 H -3.76 -3.69 1.10
64 H -2.67 -3.12 -0.16
65 H -3.88 -4.35 -0.53
66 H -6.79 -2.83 1.05
67 H -6.93 -3.57 -0.54
68 H -7.41 -1.89 -0.31
69 H -3.79 -1.40 -2.54
70 H -5.52 -1.04 -2.63
71 H -4.95 -2.69 -2.84
72 N 0.52 7.38 -0.95
73 C 0.60 8.68 -0.53
74 C 0.77 9.88 -1.19
75 C 0.77 11.03 -0.43
76 C 0.61 10.97 0.96
77 C 0.45 9.77 1.63
78 C 0.44 8.60 0.87
79 N 0.26 7.30 1.26
80 C 0.31 6.58 0.16
81 C 0.10 5.17 0.09
82 C 0.04 4.45 -1.11
83 C -0.28 3.11 -1.10
84 N -0.50 2.40 0.02
85 C -0.40 3.08 1.18
86 C -0.14 4.43 1.26
87 H 0.61 7.06 -1.90
88 H 0.89 9.92 -2.27
89 H 0.87 11.99 -0.91
90 H 0.60 11.90 1.53
91 H 0.32 9.73 2.70
92 H 0.20 4.94 -2.06
93 H -0.37 2.55 -2.02
94 H -0.57 2.49 2.07
95 H -0.11 4.94 2.21
96 C -0.14 -1.80 -0.48
97 H -0.47 -2.21 -1.44
98 H -0.57 -2.38 0.35

Computed properties:
Spin multiplicity: 1
Charge: -1

Results of the Löwdin charge analysis, in e, for atoms 1 through 6: 0.5956 -0.2023 0.3217 -0.1998 -0.2302 -0.4660

Entry from the OMol25 dataset: a 15-piece molecular cluster, C86H194N8O22 overall (the ωB97M-V functional and the def2-TZVPD basis).

Cartesian coordinates (Å):
1 C -6.90 1.95 0.26
2 C -5.41 2.20 0.36
3 O -5.13 3.58 0.24
4 O -7.32 2.25 -1.12
5 H -7.49 2.54 0.94
6 H -7.15 0.91 0.41
7 H -4.95 1.64 -0.43
8 H -5.00 1.89 1.32
9 H -4.95 3.86 -0.68
10 H -8.28 2.30 -1.18
11 C 0.71 7.63 -0.34
12 C 0.01 6.65 -1.31
13 O -0.85 7.30 -2.20
14 O 1.43 8.51 -1.11
15 H 1.38 7.08 0.43
16 H -0.10 8.10 0.24
17 H -0.64 5.90 -0.77
18 H 0.79 6.13 -1.89
19 H -0.39 8.10 -2.48
20 H 1.63 9.23 -0.50
21 C -5.20 3.34 -4.91
22 C -5.19 4.41 -3.87
23 O -5.39 3.82 -2.61
24 O -4.28 2.23 -4.64
25 H -4.97 3.74 -5.87
26 H -6.16 2.86 -4.96
27 H -5.92 5.18 -4.07
28 H -4.21 4.91 -3.79
29 H -6.24 3.38 -2.53
30 H -3.35 2.52 -4.80
31 C -0.91 4.59 -5.00
32 C -0.25 3.37 -5.45
33 O -1.43 2.50 -5.70
34 O 0.08 5.63 -5.05
35 H -1.40 4.45 -4.00
36 H -1.69 4.88 -5.74
37 H 0.36 2.96 -4.66
38 H 0.33 3.50 -6.37
39 H -1.17 1.66 -6.13
40 H -0.11 6.24 -4.32
41 C -4.60 6.99 0.21
42 C -3.15 6.63 0.04
43 O -2.35 7.16 1.09
44 O -5.29 6.29 1.30
45 H -5.11 6.66 -0.68
46 H -4.69 8.03 0.47
47 H -2.77 7.07 -0.89
48 H -3.04 5.53 -0.03
49 H -2.60 6.73 1.93
50 H -5.06 5.36 1.18
51 C -4.87 -0.62 -2.55
52 C -6.20 -0.96 -3.19
53 O -7.38 -0.46 -2.59
54 O -4.66 0.77 -2.41
55 H -4.08 -1.14 -3.14
56 H -4.81 -0.94 -1.54
57 H -6.18 -2.03 -3.13
58 H -6.20 -0.67 -4.24
59 H -7.20 0.40 -2.20
60 H -4.58 1.24 -3.29
61 C -3.67 4.18 3.29
62 C -3.88 3.64 4.68
63 O -2.66 3.27 5.35
64 O -3.37 5.55 3.21
65 H -4.53 3.98 2.68
66 H -2.77 3.69 2.88
67 H -4.47 2.73 4.51
68 H -4.42 4.36 5.30
69 H -2.05 4.01 5.22
70 H -4.12 6.11 2.96
71 C -6.35 -4.69 -4.34
72 C -5.30 -5.19 -3.31
73 C -3.95 -4.73 -3.83
74 C -2.82 -4.72 -2.84
75 C -3.20 -4.10 -1.52
76 C -4.52 -4.61 -0.94
77 N -5.52 -4.54 -2.02
78 O -6.72 -5.18 -1.42
79 C -4.33 -5.98 -0.29
80 C -4.94 -3.63 0.16
81 C -5.30 -6.70 -3.30
82 H -7.42 -4.92 -4.12
83 H -6.21 -5.16 -5.30
84 H -6.26 -3.60 -4.45
85 H -3.69 -5.38 -4.67
86 H -4.06 -3.71 -4.18
87 H -2.00 -4.18 -3.32
88 H -2.52 -5.79 -2.68
89 H -3.35 -3.03 -1.71
90 H -2.40 -4.17 -0.80
91 H -3.66 -5.91 0.59
92 H -5.23 -6.40 0.15
93 H -3.90 -6.71 -0.97
94 H -5.09 -2.58 -0.07
95 H -5.87 -3.93 0.60
96 H -4.21 -3.64 0.94
97 H -6.15 -7.15 -2.76
98 H -4.42 -7.12 -2.76
99 H -5.22 -7.17 -4.33
100 H -7.33 -4.46 -1.21
101 C -4.27 -3.66 5.91
102 C -3.22 -3.54 4.76
103 C -3.41 -2.21 3.95
104 C -2.95 -1.01 4.78
105 C -1.51 -1.16 5.15
106 C -1.21 -2.41 5.99
107 N -1.77 -3.54 5.28
108 O -1.67 -4.68 6.24
109 C 0.32 -2.49 6.03
110 C -1.71 -2.28 7.47
111 C -3.49 -4.76 3.92
112 H -4.04 -4.44 6.64
113 H -5.29 -3.86 5.60
114 H -4.33 -2.69 6.47
115 H -2.74 -2.19 3.06
116 H -4.45 -2.07 3.73
117 H -3.56 -0.80 5.66
118 H -3.08 -0.09 4.22
119 H -1.11 -0.26 5.62
120 H -0.96 -1.20 4.19
121 H 0.67 -2.49 4.98
122 H 0.74 -1.63 6.58
123 H 0.77 -3.36 6.50
124 H -2.33 -1.37 7.55
125 H -2.29 -3.17 7.74
126 H -0.90 -2.31 8.22
127 H -2.84 -4.82 3.03
128 H -4.52 -4.79 3.54
129 H -3.39 -5.74 4.42
130 H -1.09 -5.30 5.80
131 C -1.26 -1.57 -0.11
132 C -0.72 -0.21 0.34
133 C 0.79 -0.24 -0.01
134 C 1.42 1.20 0.00
135 C 0.65 2.12 -0.96
136 C -0.91 2.19 -0.67
137 N -1.38 0.81 -0.52
138 O -2.82 0.89 -0.14
139 C -1.13 3.09 0.56
140 C -1.62 2.78 -1.91
141 C -0.89 -0.10 1.87
142 H -0.92 -2.40 0.48
143 H -0.96 -1.86 -1.12
144 H -2.37 -1.58 0.08
145 H 1.27 -0.84 0.75
146 H 0.98 -0.58 -1.04
147 H 2.46 1.10 -0.24
148 H 1.31 1.57 1.02
149 H 0.77 1.71 -1.98
150 H 0.98 3.18 -1.03
151 H -0.74 2.66 1.43
152 H -0.83 4.11 0.33
153 H -2.21 3.12 0.80
154 H -1.13 2.45 -2.83
155 H -2.70 2.50 -1.91
156 H -1.52 3.88 -1.84
157 H -0.49 0.81 2.32
158 H -0.39 -0.92 2.29
159 H -1.98 -0.06 2.04
160 H -3.25 0.77 -1.00
161 C 5.55 5.58 -3.23
162 C 4.35 4.62 -3.01
163 C 4.73 3.26 -3.59
164 C 5.62 2.34 -2.75
165 C 4.98 2.32 -1.32
166 C 4.80 3.70 -0.73
167 N 3.92 4.52 -1.64
168 O 3.81 5.84 -1.10
169 C 4.05 3.59 0.63
170 C 6.21 4.22 -0.52
171 C 3.11 5.08 -3.78
172 H 6.46 5.09 -3.48
173 H 5.83 6.24 -2.43
174 H 5.40 6.24 -4.11
175 H 3.85 2.69 -3.89
176 H 5.22 3.57 -4.52
177 H 6.66 2.61 -2.74
178 H 5.42 1.39 -3.25
179 H 5.68 1.73 -0.72
180 H 4.07 1.70 -1.35
181 H 4.52 2.79 1.22
182 H 3.96 4.52 1.20
183 H 3.07 3.19 0.41
184 H 6.23 5.31 -0.35
185 H 6.74 3.68 0.27
186 H 6.76 4.15 -1.45
187 H 3.16 4.88 -4.85
188 H 2.82 6.11 -3.64
189 H 2.29 4.47 -3.40
190 H 2.89 5.99 -0.83
191 C 6.45 -0.38 1.82
192 C 5.18 -1.28 1.95
193 C 4.05 -0.69 1.10
194 C 4.24 -0.92 -0.41
195 C 4.40 -2.43 -0.64
196 C 5.51 -3.08 0.13
197 N 5.30 -2.70 1.54
198 O 6.35 -3.32 2.23
199 C 5.45 -4.64 0.05
200 C 6.86 -2.74 -0.52
201 C 4.73 -1.35 3.41
202 H 7.22 -0.78 2.48
203 H 6.19 0.66 2.16
204 H 6.87 -0.35 0.82
205 H 3.04 -1.00 1.33
206 H 3.99 0.36 1.34
207 H 5.20 -0.50 -0.76
208 H 3.33 -0.59 -0.92
209 H 4.50 -2.73 -1.68
210 H 3.46 -2.93 -0.44
211 H 5.63 -5.06 -0.94
212 H 6.21 -4.96 0.75
213 H 4.45 -4.90 0.44
214 H 7.62 -2.90 0.23
215 H 7.04 -3.25 -1.48
216 H 6.86 -1.69 -0.80
217 H 3.80 -1.87 3.53
218 H 4.61 -0.33 3.77
219 H 5.54 -1.83 4.00
220 H 5.95 -3.90 2.91
221 C 2.90 4.73 4.08
222 C 2.13 3.53 4.64
223 C 2.25 2.37 3.62
224 C 1.86 0.96 4.12
225 C 2.56 0.64 5.42
226 C 2.51 1.76 6.53
227 N 2.78 3.12 5.94
228 O 2.71 4.16 6.96
229 C 1.19 1.62 7.20
230 C 3.56 1.39 7.55
231 C 0.68 3.91 4.79
232 H 2.90 5.63 4.70
233 H 2.49 5.00 3.11
234 H 3.92 4.49 3.80
235 H 1.72 2.69 2.69
236 H 3.27 2.20 3.27
237 H 2.06 0.27 3.32
238 H 0.79 0.94 4.25
239 H 3.61 0.42 5.20
240 H 2.24 -0.28 5.90
241 H 1.15 0.65 7.70
242 H 0.99 2.38 7.94
243 H 0.37 1.62 6.48
244 H 3.44 0.38 7.95
245 H 4.55 1.53 7.12
246 H 3.56 2.08 8.42
247 H 0.27 4.16 3.83
248 H 0.56 4.84 5.38
249 H 0.07 3.13 5.23
250 H 1.79 4.15 7.30
251 C -0.31 -5.05 1.53
252 C 1.15 -4.98 1.42
253 C 1.73 -6.26 2.10
254 C 1.59 -7.50 1.18
255 C 2.07 -7.33 -0.24
256 C 1.53 -6.10 -0.95
257 N 1.68 -4.94 0.03
258 O 1.16 -3.78 -0.71
259 C 2.41 -5.77 -2.21
260 C 0.09 -6.34 -1.43
261 C 1.75 -3.74 2.10
262 H -0.71 -6.03 1.23
263 H -0.88 -4.29 0.93
264 H -0.63 -4.87 2.57
265 H 2.81 -6.17 2.30
266 H 1.15 -6.44 2.98
267 H 0.57 -7.84 1.16
268 H 2.15 -8.30 1.65
269 H 1.89 -8.17 -0.90
270 H 3.16 -7.32 -0.18
271 H 2.64 -6.67 -2.81
272 H 1.85 -5.16 -2.96
273 H 3.37 -5.34 -1.95
274 H 0.10 -6.91 -2.38
275 H -0.53 -7.00 -0.83
276 H -0.49 -5.42 -1.52
277 H 1.47 -3.71 3.18
278 H 1.34 -2.78 1.73
279 H 2.86 -3.65 2.25
280 H 1.80 -3.03 -0.59
281 C 1.46 0.08 -3.80
282 C 1.13 -1.17 -4.58
283 C 0.92 -0.67 -5.99
284 C 2.20 -0.24 -6.73
285 C 3.27 -1.31 -6.57
286 C 3.59 -1.74 -5.12
287 N 2.31 -2.10 -4.49
288 O 2.62 -2.35 -3.10
289 C 4.45 -2.99 -5.22
290 C 4.34 -0.59 -4.43
291 C -0.10 -1.89 -4.05
292 H 2.16 0.70 -4.38
293 H 1.85 -0.15 -2.82
294 H 0.60 0.75 -3.62
295 H 0.53 -1.45 -6.69
296 H 0.22 0.17 -5.83
297 H 2.61 0.71 -6.38
298 H 1.98 -0.07 -7.81
299 H 4.20 -1.01 -7.03
300 H 2.95 -2.14 -7.19
301 H 3.84 -3.77 -5.66
302 H 5.29 -2.77 -5.90
303 H 4.86 -3.24 -4.24
304 H 4.02 0.37 -4.85
305 H 4.02 -0.51 -3.38
306 H 5.40 -0.82 -4.50
307 H -0.99 -1.24 -4.10
308 H 0.14 -2.26 -3.05
309 H -0.28 -2.77 -4.62
310 H 2.30 -3.25 -2.93

Computed properties:
Spin multiplicity: 1
Energy above the lowest of the compared OMol25 structures with the same formula, charge and spin: 0.000 eV

Results of the Löwdin charge analysis, in e, for atoms 1 through 6: -0.1493 -0.2180 -0.0876 -0.0982 0.1189 0.1145

Entry from the OMol25 dataset: C19H21BiClN2OP as an isolated structure (the ωB97M-V functional and the def2-TZVPD basis).

Cartesian coordinates (Å):
1 Bi 0.09 0.01 2.02
2 Cl 2.50 -0.48 2.40
3 P 0.00 -0.03 -0.57
4 C -0.68 1.55 -1.10
5 C -1.91 1.57 -1.77
6 C -2.37 2.77 -2.31
7 C -1.66 3.95 -2.07
8 C -0.50 3.96 -1.27
9 C -0.03 2.76 -0.74
10 C 1.67 -0.23 -1.17
11 C 2.38 -1.41 -0.84
12 C 3.66 -1.59 -1.33
13 C 4.24 -0.57 -2.12
14 C 3.58 0.64 -2.35
15 C 2.30 0.83 -1.84
16 C -0.98 -1.41 -1.12
17 C -1.56 -2.37 -0.26
18 C -2.37 -3.36 -0.82
19 C -2.56 -3.38 -2.22
20 C -1.96 -2.44 -3.07
21 C -1.16 -1.44 -2.51
22 H 1.92 -2.15 -0.17
23 H 4.19 -2.53 -1.13
24 H 5.23 -0.73 -2.55
25 H 4.02 1.44 -2.96
26 H 1.77 1.77 -2.00
27 H -2.46 0.64 -1.94
28 H -3.27 2.75 -2.94
29 H -2.01 4.89 -2.51
30 H 0.06 4.89 -1.10
31 H 0.87 2.75 -0.11
32 H -1.40 -2.32 0.82
33 H -2.85 -4.11 -0.18
34 H -3.18 -4.16 -2.66
35 H -2.11 -2.43 -4.16
36 H -0.70 -0.67 -3.13
37 H -1.19 1.28 1.99
38 H -1.60 -0.62 2.07
39 N 0.00 -1.17 6.19
40 C 0.01 0.00 5.55
41 N 0.00 1.17 6.18
42 O 0.02 -0.01 4.30
43 H 0.00 -1.28 7.20
44 H 0.01 -1.97 5.58
45 H 0.00 1.96 5.57
46 H 0.00 1.28 7.19

Computed properties:
Spin multiplicity: 1
Charge: +2

Results of the Löwdin charge analysis, in e, for atoms 1 through 6: 1.1789 0.0836 0.9201 -0.3708 -0.0617 -0.0276

LUMO energy values, unit eV, following the record order: 1.35; 0.39; -9.37.
Maximum force values, unit eV/A, following the record order: 1.94; 3.17; 1.65.
Kohn-Sham gap values, unit eV, following the record order: 3.8; 8.9; 5.6.